# 1
Entry from OMol25: a structure of composition C21H28Cl3O4Tc in a non-equilibrium geometry (wB97M-V/def2-TZVPD).

Last column: Löwdin spin population.
Element x y z (Å)
1 H -0.77 -2.49 -4.13  0.000
2 H 0.28 -3.59 -0.97  0.000
3 H 0.42 -1.22 -4.30  0.000
4 H 0.35 5.07 -1.94  0.000
5 H -2.63 -1.76 0.47  0.007
6 C -0.02 4.24 -2.58  0.000
7 H 3.77 0.08 2.08  0.000
8 C -0.73 -1.13 -2.41  0.000
9 H -0.27 3.62 0.13  0.000
10 Cl 2.32 -5.04 0.65  0.003
11 C 0.52 1.05 2.06  0.053
12 C -1.21 3.44 -0.40  0.000
13 H -0.57 -0.04 -2.51  0.000
14 H 1.86 3.13 -2.06  0.000
15 H -1.65 2.53 0.05  0.000
16 H 2.00 -2.48 -3.12  0.000
17 C 2.07 -0.01 3.49  0.259
18 C -1.86 -0.98 3.65  -0.018
19 C 2.58 -3.64 1.76  0.001
20 C 0.94 3.06 -2.66  0.000
21 C -2.27 0.13 1.63  0.038
22 H -1.82 -1.28 -2.42  0.000
23 H 0.90 -3.85 -3.18  0.000
24 O 1.00 -2.09 0.85  0.051
25 H -1.91 2.27 -3.63  0.000
26 H -1.97 1.24 3.57  0.000
27 C 1.32 -2.75 1.88  0.026
28 C -2.21 2.73 -2.67  0.000
29 C -0.96 3.18 -1.88  0.000
30 C -2.16 -1.96 2.66  0.045
31 O 0.69 -2.53 2.95  0.070
32 C -0.05 -1.88 -3.56  0.000
33 H -2.72 1.95 -2.08  0.000
34 Tc -0.38 -0.82 2.05  1.919
35 C 2.70 0.25 2.27  0.088
36 C 0.69 -2.66 -1.39  0.002
37 C 1.79 0.84 1.36  0.280
38 H -0.35 4.58 -3.58  0.000
39 H -1.67 -1.17 4.71  0.000
40 H 0.17 0.85 4.29  0.001
41 H -2.24 -3.03 2.84  0.005
42 H 1.64 -2.49 -0.88  0.001
43 Cl 3.03 -4.21 3.35  0.003
44 C 0.71 0.48 3.41  0.059
45 C 0.98 -2.79 -2.88  0.001
46 H -2.91 3.54 -2.90  0.000
47 Cl 3.87 -2.64 1.07  0.006
48 H -1.89 4.29 -0.19  0.000
49 O 0.04 2.12 -2.01  0.000
50 C -1.97 0.31 3.03  0.002
51 H -0.17 1.84 1.83  0.006
52 H 2.57 -0.39 4.39  0.011
53 H -2.44 0.91 0.92  0.006
54 C -2.39 -1.30 1.42  0.045
55 H 1.99 1.23 0.36  0.012
56 H 1.17 2.79 -3.71  0.000
57 O -0.21 -1.55 -1.11  0.016

Calculated values
Total charge: +1
Maximum force (eV/A): 3.0
2S+1: 4
HOMO-LUMO gap (alpha / beta) (eV): 7.46 / 6.62



# 2
Entry from OMol25: a structure of composition C21H28F5GaIN2O16 in a non-equilibrium geometry (wB97M-V/def2-TZVPD).

Last column: Löwdin charge in e.
Element x y z (Å)
1 C -1.40 -1.57 -0.33  -0.335
2 H -6.93 -0.03 -3.77  0.169
3 O -5.58 1.66 0.61  0.039
4 C 1.58 5.31 4.38  -0.319
5 C 3.29 -2.84 -2.62  -0.059
6 H -2.17 -2.82 -1.79  0.075
7 H -6.88 -0.47 -1.36  0.133
8 C -6.54 -1.28 -2.00  -0.044
9 H -0.84 -1.18 -1.19  0.026
10 O 2.67 3.93 1.64  0.171
11 C 0.17 5.43 4.91  -0.055
12 O 6.45 -0.79 -2.43  0.071
13 H -1.92 -3.81 0.77  0.037
14 O -6.57 -2.02 -4.17  0.125
15 C 1.42 -3.43 -1.49  -0.543
16 H 8.26 -1.03 -1.46  0.146
17 H -3.30 1.63 2.58  0.069
18 O 1.03 -2.58 -2.49  0.120
19 O 1.26 2.38 0.81  0.075
20 O 5.59 -2.06 -4.06  0.178
21 C 2.47 2.92 1.04  -0.538
22 C 8.41 -0.31 -3.50  -0.313
23 O 7.74 -1.37 -4.16  0.140
24 H -2.63 -4.59 -0.62  0.068
25 H -1.82 2.04 3.44  0.057
26 H 2.23 -0.93 -2.38  0.150
27 H -0.34 6.34 4.59  0.138
28 H -3.47 1.92 5.07  0.061
29 O -8.14 -3.61 -3.90  0.160
30 H 8.27 0.61 -4.06  0.174
31 H -4.20 0.47 4.47  0.059
32 H -0.71 -2.08 0.35  0.024
33 H -1.95 1.41 -0.12  -0.035
34 H 1.73 5.76 3.40  0.166
35 H 0.15 5.38 6.00  0.142
36 H 4.22 -2.35 -2.38  0.101
37 Ga -2.36 0.01 0.57  0.312
38 F 2.06 -1.62 -4.25  0.072
39 H -2.60 0.43 5.32  0.030
40 O 0.68 -3.98 -0.75  0.183
41 F 9.73 -0.59 -3.44  0.075
42 C -7.50 -2.72 -3.46  -0.563
43 C 2.17 -1.88 -2.92  -0.307
44 O -7.58 -2.26 -2.19  0.074
45 F -4.99 -0.49 -3.64  0.080
46 C 2.88 0.91 0.17  -0.297
47 F 2.49 5.82 5.25  0.064
48 C -2.67 -3.68 -0.01  -0.180
49 I -2.06 -1.86 3.48  0.743
50 C -2.54 1.26 3.27  -0.372
51 C -4.89 0.71 0.43  -0.558
52 F 3.49 0.42 -0.95  0.053
53 H 7.74 0.65 -1.66  0.143
54 C 1.43 1.26 -0.07  -0.042
55 H 0.75 0.45 0.17  0.120
56 C -6.28 -0.84 -3.43  -0.316
57 C 6.50 -1.47 -3.60  -0.532
58 C -3.24 0.96 4.61  -0.188
59 H 3.05 0.22 0.99  0.178
60 N -2.41 -2.53 -0.86  -0.194
61 O 2.77 -3.54 -1.48  0.072
62 C -1.81 0.07 2.56  -0.767
63 C 0.51 3.37 4.07  -0.529
64 N -4.30 -0.35 0.40  0.083
65 O 0.32 2.28 3.69  0.182
66 O 1.74 3.92 4.29  0.121
67 H 3.45 -3.55 -3.44  0.143
68 H -3.65 -3.64 0.47  0.059
69 O -0.46 4.28 4.36  0.078
70 H -5.66 -1.75 -1.55  0.132
71 C 7.77 -0.33 -2.13  -0.046
72 H -0.74 0.30 2.57  -0.018
73 H 1.25 1.58 -1.10  0.150
74 O 3.46 2.16 0.48  0.130

Calculated values
Total charge: -1
Maximum force (eV/A): 1.5
HOMO-LUMO gap (eV): 5.69



# 3
Entry from OMol25: the ion C21H28FN2O3 with charge +1 (wB97M-V/def2-TZVPD).

Last column: natural (NBO) charge in e.
Element x y z (Å)
1 H -2.61 2.02 -2.12  0.233
2 H 0.90 -2.12 1.63  0.173
3 H -2.54 0.38 -0.41  0.234
4 C 0.90 -1.04 4.99  0.062
5 H 0.17 1.44 -0.17  0.246
6 H -0.86 0.18 4.82  0.233
7 H 2.42 -1.06 3.47  0.182
8 H 2.38 -1.36 -2.96  0.187
9 C 1.56 -0.44 3.77  -0.256
10 O 0.24 2.19 -5.58  -0.490
11 H 1.44 2.25 -7.17  0.217
12 C 1.05 0.53 1.59  -0.234
13 C -0.35 -0.59 5.38  -0.327
14 H 0.07 -0.93 -0.39  0.470
15 C 1.53 -2.03 5.73  -0.250
16 N -0.68 -0.45 0.15  -0.369
17 C 1.48 -1.96 -2.86  -0.252
18 H 1.87 0.05 1.02  0.173
19 C -0.13 0.82 0.67  -0.235
20 H 1.92 0.55 4.02  0.220
21 C -0.10 -0.14 -2.75  0.278
22 H 2.51 -2.38 5.44  0.215
23 H -2.17 -1.21 -1.11  0.235
24 C -0.95 -1.13 6.50  0.415
25 H -0.75 4.41 -5.35  0.188
26 F -2.17 -0.70 6.85  -0.318
27 C -1.31 2.18 -3.77  0.267
28 C 0.11 -1.57 2.19  -0.248
29 C 0.92 -2.55 6.86  -0.177
30 C 1.30 1.61 -6.30  -0.257
31 C -1.19 0.42 -2.09  -0.143
32 H 1.42 -3.31 7.44  0.227
33 H -0.82 -2.51 8.13  0.240
34 H -1.47 -2.27 0.88  0.232
35 C -1.77 1.57 -2.61  -0.203
36 H -0.20 -2.18 3.03  0.252
37 H 1.13 -2.27 -3.85  0.196
38 H -0.92 1.32 1.24  0.228
39 H 1.69 -2.84 -2.27  0.209
40 H 1.43 1.47 1.99  0.237
41 H 2.23 1.60 -5.72  0.181
42 C -0.33 -2.11 7.25  -0.279
43 N 0.59 -0.30 2.69  -0.439
44 H 1.22 0.02 -4.42  0.231
45 C -1.75 3.99 -5.32  -0.243
46 C -1.75 -0.23 -0.85  -0.224
47 H -1.90 3.35 -6.19  0.186
48 H -2.49 4.79 -5.33  0.201
49 H -1.87 -0.82 1.83  0.230
50 O 0.47 -1.26 -2.16  -0.549
51 C -0.21 1.60 -4.44  0.272
52 O -2.00 3.29 -4.11  -0.487
53 C -1.08 -1.32 1.27  -0.228
54 H 1.06 0.60 -6.63  0.183
55 C 0.38 0.45 -3.91  -0.323

Calculated values
Total charge: +1
SMILES string: COc1cc(OC)c(OC)cc1C[NH+]1CCN(Cc2cccc(F)c2)CC1
Maximum force (eV/A): 0.9
HOMO-LUMO gap (eV): 8.61



# 4
Entry from OMol25: a structure of composition C21H28N10RuS3 (wB97M-V/def2-TZVPD).

Last column: natural (NBO) charge in e.
Element x y z (Å)
1 C -0.31 1.92 2.76  0.350
2 H -2.93 -5.33 -0.66  0.248
3 H -0.25 1.79 4.78  0.466
4 N -1.65 -0.22 -0.82  -0.080
5 H 0.43 2.78 -5.12  0.289
6 H -1.03 3.54 -3.26  0.274
7 S 1.16 1.00 2.50  0.371
8 C 5.17 1.03 0.60  -0.357
9 N 0.89 1.33 -1.58  -0.366
10 H -1.71 4.61 -0.43  0.298
11 H -4.06 -2.08 1.96  0.239
12 S 3.22 -3.35 -0.11  0.729
13 H -2.80 3.27 0.00  0.260
14 H -2.45 3.61 -1.68  0.293
15 C 3.94 0.50 0.42  0.054
16 N -2.68 -1.52 0.49  -0.129
17 C -3.30 -4.30 -0.62  -0.616
18 H 2.46 0.22 -2.34  0.240
19 H -2.57 -3.67 -1.12  0.173
20 C 3.38 2.68 0.43  0.091
21 C -3.54 -3.87 0.83  -0.242
22 N -0.35 2.16 0.45  -0.239
23 C 0.56 2.37 -4.12  -0.057
24 C -0.27 2.79 -3.08  -0.151
25 Ru 1.00 0.57 0.30  0.862
26 N -0.73 2.17 3.97  -0.675
27 C -3.82 -2.38 0.94  -0.214
28 C -1.52 -1.25 1.07  0.214
29 H -4.47 -4.32 1.19  0.261
30 H -4.64 -2.08 0.28  0.266
31 N -0.92 2.41 1.68  -0.393
32 H 2.61 4.46 1.34  0.279
33 C 1.70 0.94 -2.58  0.095
34 H 2.98 4.61 -0.37  0.289
35 H -2.38 -5.41 1.81  0.268
36 C -2.42 -4.32 1.76  -0.612
37 H -4.22 -4.27 -1.20  0.251
38 H -1.69 3.07 1.74  0.451
39 H 0.01 -3.35 0.08  0.261
40 C 0.59 -2.93 -0.75  -0.678
41 N -0.85 -0.44 0.26  -0.375
42 C -0.84 2.67 -0.63  0.392
43 C 2.58 3.93 0.38  -0.677
44 H 6.12 0.53 0.69  0.300
45 C -0.08 2.26 -1.82  0.128
46 H 0.80 -3.75 -1.43  0.291
47 H -1.43 -3.99 1.40  0.156
48 S 5.07 2.73 0.64  0.687
49 H 1.54 3.72 0.13  0.205
50 H -2.56 -3.96 2.78  0.222
51 H 5.29 -2.16 0.44  0.304
52 H 2.21 1.08 -4.65  0.289
53 H -1.52 2.77 4.17  0.459
54 C 4.23 -2.02 0.26  -0.367
55 C -2.01 3.59 -0.68  -0.719
56 N 2.15 -1.06 0.02  -0.477
57 C 1.87 -2.35 -0.26  0.091
58 N -2.73 -0.88 -0.68  0.048
59 C 3.52 -0.88 0.26  0.098
60 H -1.19 -1.65 2.02  0.272
61 N 2.92 1.44 0.32  -0.451
62 C 1.55 1.43 -3.87  -0.180
63 H -0.01 -2.20 -1.29  0.239

Calculated values
Total charge: +4
Maximum force (eV/A): 0.5
HOMO-LUMO gap (alpha / beta) (eV): 4.53 / 4.60